No. 1
Here is a cluster of 4 separate species, C3H13O5 in total from the OMol25 dataset. Energies are from the ωB97M-V functional and the def2-TZVPD basis.

Computed properties:
E_LUMO, eV: 3.96
Energy above the lowest of the compared OMol25 structures with the same formula, charge and spin, eV: 0.000
E_HOMO, eV: -5.3881
Electronic energy, a.u.: -498.33764
Charge: -1

Last columns: bonded neighbours and bond lengths (Å).
CARTESIAN COORDINATES (ANGSTROEM)
1 C -0.661 -0.117 1.249  C2 1.529, C4 1.532, H6 1.094, H7 1.093
2 C 0.168 1.037 1.812  C1 1.529, O3 1.420, H8 1.103, H9 1.095
3 O -0.263 2.351 1.489  C2 1.420, H10 0.971
4 C 0.216 -1.351 1.014  C1 1.532, O5 1.425, H11 1.090, H12 1.091
5 O -0.539 -2.496 0.626  C4 1.425, H19 0.965
6 H -1.495 -0.258 1.942  C1 1.094
7 H -1.092 0.199 0.295  C1 1.093
8 H 1.248 1.018 1.591  C2 1.103
9 H 0.242 0.964 2.903  C2 1.095
10 H -0.117 2.401 0.530  O3 0.971
11 H 0.647 -1.643 1.972  C4 1.090
12 H 0.814 -0.990 0.176  C4 1.091
13 H -0.114 1.541 -1.693  O15 1.039
14 H -0.089 3.020 -2.013  O15 0.943
15 O -0.494 2.455 -1.376  H13 1.039, H14 0.943
16 H 0.285 -1.243 -2.016  O21 1.067
17 H 1.309 0.267 -1.583  O18 0.929
18 O 0.506 0.211 -2.048  H17 0.929
19 H -0.418 -2.562 -0.329  O5 0.965
20 H -0.386 -2.499 -2.628  O21 0.968
21 O 0.235 -2.304 -1.911  H16 1.067, H20 0.968

No. 2
Here is a cluster of 3 separate species, C3H14N2O2 in total from the OMol25 dataset. Energies are from the ωB97M-V functional and the def2-TZVPD basis.

Computed properties:
E_LUMO, eV: 0.72
SMILES string: C[C@H](N)CN.O.O
Energy above the lowest of the compared OMol25 structures with the same formula, charge and spin, eV: 1.053
E_HOMO, eV: -8.8400
Electronic energy, a.u.: -382.66107
Charge: 0

Last columns: bonded neighbours and bond lengths (Å).
CARTESIAN COORDINATES (ANGSTROEM)
1 N -0.336 1.956 0.381  C2 1.474, H6 1.017, H7 1.013
2 C 0.285 0.654 0.686  N1 1.474, C3 1.534, C4 1.545, H8 1.094
3 C -0.800 -0.413 0.871  C2 1.534, H9 1.087, H10 1.096, H11 1.088
4 C 1.301 0.162 -0.369  C2 1.545, N5 1.504, H12 1.081, H13 1.094
5 N 1.715 1.264 -1.304  C4 1.504, H14 1.008, H15 1.009
6 H 0.028 2.314 -0.499  N1 1.017
7 H -1.321 1.784 0.218  N1 1.013
8 H 0.832 0.747 1.628  C2 1.094
9 H -0.387 -1.379 1.152  C3 1.087
10 H -1.487 -0.028 1.633  C3 1.096
11 H -1.386 -0.509 -0.040  C3 1.088
12 H 0.945 -0.699 -0.917  C4 1.081
13 H 2.252 -0.084 0.115  C4 1.094
14 H 2.484 0.914 -1.853  N5 1.008
15 H 2.025 2.043 -0.743  N5 1.009
16 H -6.716 -1.878 1.439  O18 0.964
17 H -6.729 -1.225 2.808  O18 0.964
18 O -6.513 -1.048 1.886  H16 0.964, H17 0.964
19 H 5.103 -1.021 -2.747  O21 0.965
20 H 4.433 -2.090 -1.813  O21 0.966
21 O 4.273 -1.465 -2.533  H19 0.965, H20 0.966

Question: Which of these has the highest electronic energy?
Answer: C3H14N2O2

Please write out number 2 again, unchanged.
Here is a cluster of 3 separate species, C3H14N2O2 in total from the OMol25 dataset. Energies are from the ωB97M-V functional and the def2-TZVPD basis.

Computed properties:
E_LUMO, eV: 0.72
SMILES string: C[C@H](N)CN.O.O
Energy above the lowest of the compared OMol25 structures with the same formula, charge and spin, eV: 1.053
E_HOMO, eV: -8.8400
Electronic energy, a.u.: -382.66107
Charge: 0

Last columns: bonded neighbours and bond lengths (Å).
CARTESIAN COORDINATES (ANGSTROEM)
1 N -0.336 1.956 0.381  C2 1.474, H6 1.017, H7 1.013
2 C 0.285 0.654 0.686  N1 1.474, C3 1.534, C4 1.545, H8 1.094
3 C -0.800 -0.413 0.871  C2 1.534, H9 1.087, H10 1.096, H11 1.088
4 C 1.301 0.162 -0.369  C2 1.545, N5 1.504, H12 1.081, H13 1.094
5 N 1.715 1.264 -1.304  C4 1.504, H14 1.008, H15 1.009
6 H 0.028 2.314 -0.499  N1 1.017
7 H -1.321 1.784 0.218  N1 1.013
8 H 0.832 0.747 1.628  C2 1.094
9 H -0.387 -1.379 1.152  C3 1.087
10 H -1.487 -0.028 1.633  C3 1.096
11 H -1.386 -0.509 -0.040  C3 1.088
12 H 0.945 -0.699 -0.917  C4 1.081
13 H 2.252 -0.084 0.115  C4 1.094
14 H 2.484 0.914 -1.853  N5 1.008
15 H 2.025 2.043 -0.743  N5 1.009
16 H -6.716 -1.878 1.439  O18 0.964
17 H -6.729 -1.225 2.808  O18 0.964
18 O -6.513 -1.048 1.886  H16 0.964, H17 0.964
19 H 5.103 -1.021 -2.747  O21 0.965
20 H 4.433 -2.090 -1.813  O21 0.966
21 O 4.273 -1.465 -2.533  H19 0.965, H20 0.966